# C25H59N10O9P2S

A cluster of 3 separate species, C25H59N10O9P2S in total in a non-equilibrium geometry (the ωB97M-V functional and the def2-TZVPD basis, the OMol25 dataset).

```
106
Properties=species:S:1:pos:R:3:forces:R:3
C -7.293 -1.143 -3.964 0.1 0.0 0.5
O -6.648 -1.486 -5.170 0.3 -0.1 0.2
C -6.518 -2.879 -5.368 0.0 -0.5 0.0
C -5.053 -3.285 -5.582 -0.8 0.4 0.8
C -4.240 -2.903 -4.304 0.0 -0.7 -1.6
N -3.101 -2.091 -4.718 -0.2 0.1 -0.1
C -2.357 -1.274 -3.992 0.5 0.7 1.0
N -1.290 -0.580 -4.425 0.5 -0.2 -1.4
C -0.791 0.097 -3.412 -0.7 -0.4 -0.1
C 0.403 1.001 -3.377 -1.0 0.2 0.3
C 0.152 2.154 -2.390 1.4 -0.1 0.2
O 0.995 2.488 -1.598 -1.2 -0.1 -0.3
O -1.082 2.733 -2.483 0.1 -0.9 0.5
C -1.501 3.335 -1.266 0.2 2.5 0.9
C -2.001 2.488 -0.117 0.0 -0.6 -0.8
O -1.471 4.529 -1.180 -0.1 -1.2 -0.5
N -1.537 -0.149 -2.335 1.5 1.0 0.0
N -2.533 -0.985 -2.683 -1.1 -0.4 0.5
C -3.470 -1.331 -1.623 0.1 -0.6 0.7
C -3.121 -2.659 -0.910 0.1 1.0 0.5
C -3.668 -2.498 0.525 -0.3 -0.7 -0.8
S -2.561 -1.506 1.512 -0.2 2.7 1.3
O -3.293 -0.404 2.065 -0.9 -0.3 0.0
O -1.438 -1.011 0.754 0.4 -1.4 -0.6
O -2.153 -2.434 2.710 0.2 -0.5 -0.9
H -8.376 -1.290 -3.994 0.0 0.1 -0.2
H -6.921 -1.743 -3.117 0.0 -0.1 -0.1
H -7.052 -0.108 -3.723 -0.2 0.1 -0.3
H -7.148 -3.210 -6.198 0.1 0.1 -0.1
H -6.866 -3.423 -4.479 -0.1 0.1 0.0
H -4.681 -2.776 -6.472 0.1 -0.2 0.0
H -5.057 -4.368 -5.694 0.2 0.1 -0.4
H -4.937 -2.390 -3.654 0.4 0.2 0.3
H -3.878 -3.850 -3.898 0.0 0.2 0.5
H -2.824 -2.175 -5.683 0.1 0.1 0.0
H 0.619 1.394 -4.370 0.1 -0.1 0.0
H 1.248 0.416 -3.017 0.2 0.3 -0.1
H -2.457 3.143 0.617 0.1 0.1 0.0
H -2.762 1.789 -0.478 0.0 0.0 0.1
H -1.200 1.920 0.364 0.0 0.0 -0.1
H -1.371 0.230 -1.411 -0.5 -0.5 0.3
H -4.517 -1.266 -1.910 0.1 0.0 -0.4
H -3.342 -0.567 -0.855 0.0 0.2 -0.3
H -3.517 -3.536 -1.414 0.1 -0.1 0.0
H -2.032 -2.655 -0.835 0.0 -0.6 -0.3
H -3.958 -3.433 1.000 0.4 0.0 0.2
H -4.585 -1.910 0.448 0.1 0.1 0.5
H -1.615 -1.919 3.344 0.0 -0.1 0.3
O -0.816 -1.542 5.902 1.5 -3.1 0.3
P -0.331 -1.344 7.321 -2.5 6.4 1.0
N -1.848 -1.139 8.095 -0.4 -0.6 0.2
C -2.344 0.059 8.739 0.4 0.3 0.2
C -2.821 -2.214 7.955 0.3 -0.4 -0.3
N 0.502 0.136 7.065 0.1 0.0 -0.4
C 0.394 1.326 7.891 0.4 0.0 0.5
C 0.768 0.524 5.685 -0.2 -0.1 -0.2
N 0.524 -1.508 8.841 0.8 -2.8 -1.4
C 1.937 -1.924 8.618 0.3 0.4 -0.1
C -0.024 -2.441 9.843 -0.5 0.1 0.3
H -1.634 0.455 9.469 0.1 0.1 -0.1
H -3.248 -0.146 9.312 0.0 -0.2 -0.1
H -2.587 0.843 8.012 0.0 0.1 0.1
H -2.598 -3.042 8.642 -0.1 0.0 0.0
H -2.829 -2.621 6.940 0.0 0.0 0.0
H -3.835 -1.879 8.167 0.1 0.2 0.0
H -0.506 1.905 7.659 0.0 0.0 0.0
H 1.256 1.978 7.723 0.0 -0.1 -0.1
H 0.414 1.095 8.953 -0.2 -0.2 0.0
H -0.123 0.946 5.201 0.0 0.0 -0.1
H 1.111 -0.324 5.099 -0.1 0.0 0.0
H 1.564 1.271 5.645 0.0 0.0 0.2
H 1.995 -2.932 8.196 0.1 -0.1 0.2
H 2.491 -1.907 9.556 -0.1 0.0 0.1
H 2.441 -1.244 7.935 -0.2 0.1 0.0
H -0.185 -3.442 9.435 0.1 -0.1 0.1
H -0.960 -2.075 10.257 -0.1 0.1 -0.3
H 0.662 -2.521 10.686 0.2 0.0 -0.2
O 3.352 2.058 -4.369 -0.3 3.3 -1.0
P 4.800 2.513 -4.359 2.7 -6.0 2.0
N 5.426 1.438 -5.541 -0.1 0.1 -0.7
C 6.387 0.377 -5.333 0.3 0.2 0.4
C 4.814 1.468 -6.863 -0.4 0.4 0.1
N 5.170 2.034 -2.750 -0.3 0.0 0.1
C 6.338 1.284 -2.326 0.4 0.4 0.1
C 4.036 1.720 -1.898 -0.3 -0.1 -0.1
N 6.252 3.493 -4.351 -2.2 2.2 -0.8
C 6.053 4.735 -3.553 0.1 0.0 0.5
C 6.798 3.925 -5.651 0.2 -0.3 -0.4
H 7.283 0.733 -4.817 -0.1 0.0 0.1
H 6.751 -0.018 -6.282 -0.2 0.1 -0.1
H 5.958 -0.460 -4.771 0.1 0.0 0.0
H 5.189 2.316 -7.454 0.0 -0.1 -0.1
H 3.727 1.566 -6.802 0.0 0.0 0.1
H 5.017 0.561 -7.429 0.1 -0.1 0.1
H 6.226 0.210 -2.517 0.0 0.0 0.0
H 6.495 1.411 -1.251 -0.1 0.0 0.0
H 7.252 1.643 -2.794 -0.1 0.0 -0.2
H 3.632 0.721 -2.117 -0.1 0.0 0.1
H 3.247 2.448 -2.027 -0.1 -0.1 -0.1
H 4.312 1.750 -0.842 0.3 0.0 -0.1
H 5.316 5.396 -4.016 0.1 0.1 -0.1
H 6.993 5.277 -3.453 0.0 -0.1 -0.1
H 5.711 4.502 -2.547 0.0 -0.2 -0.1
H 6.053 4.430 -6.269 0.1 0.1 0.0
H 7.209 3.086 -6.208 -0.2 -0.1 0.1
H 7.631 4.610 -5.490 -0.1 0.1 0.2
```
Positions in Å, forces in eV/Å.

## Properties
Charge ... +1
E ... -89614.4179 eV



# C25H60AsF9O19SV2

A structure of composition C25H60AsF9O19SV2 in a non-equilibrium geometry (the ωB97M-V functional and the def2-TZVPD basis, the OMol25 dataset).

```
117
Properties=species:S:1:pos:R:3:forces:R:3
O 0.265 5.579 0.414 -1.0 0.0 -0.4
V -0.762 4.860 -0.549 2.4 -2.1 -1.4
O -0.238 5.054 -2.041 -0.8 0.4 2.0
O 4.310 2.194 -0.906 -0.1 0.4 1.3
V 3.224 2.458 -1.993 -0.5 -1.3 -1.9
O 2.758 3.961 -1.992 0.6 -0.3 0.6
C -0.720 0.387 -1.108 0.0 0.1 -1.0
F -0.137 -0.774 -1.403 -0.2 0.1 0.2
F -1.173 0.947 -2.228 -0.1 -0.1 0.4
F -1.765 0.175 -0.298 0.2 -0.1 0.1
S 0.531 1.463 -0.331 -0.3 0.3 0.8
O -0.057 2.792 -0.331 -0.4 0.8 0.1
O 0.725 0.890 0.965 0.1 0.1 -0.3
O 1.638 1.361 -1.270 0.8 0.2 -0.5
As 0.835 2.051 -5.134 0.2 0.0 0.6
F 1.089 3.420 -6.110 0.2 0.5 -0.3
F 2.300 2.431 -4.200 0.5 0.0 0.4
F 0.637 0.659 -4.116 -0.1 -0.1 0.2
F -0.625 1.683 -5.905 -0.9 -0.3 -0.7
F 1.771 1.094 -6.198 0.3 -0.2 -0.3
F -0.035 3.024 -3.993 0.0 0.0 0.3
C -0.524 -3.157 1.311 -0.6 0.8 -0.3
O 0.703 -3.481 1.900 0.1 0.0 -0.3
C 1.411 -2.322 2.269 -0.3 0.2 0.8
C 2.784 -2.643 2.762 0.5 -0.4 0.5
O 2.712 -3.620 3.791 -0.1 0.1 -0.2
C 3.978 -3.872 4.353 -0.4 0.0 0.2
H -1.044 -2.328 1.823 0.2 -0.2 0.3
H -1.198 -4.010 1.320 0.2 -0.2 -0.1
H -0.419 -2.773 0.285 0.2 -0.4 0.0
H 0.898 -1.860 3.131 -0.2 0.1 -0.2
H 1.480 -1.573 1.472 -0.1 -0.1 -0.1
H 3.205 -1.746 3.223 0.0 0.2 -0.3
H 3.465 -2.963 1.961 -0.1 -0.1 0.0
H 4.649 -4.271 3.585 0.2 0.0 0.2
H 3.820 -4.595 5.152 0.1 -0.2 -0.1
H 4.404 -2.977 4.828 0.1 0.1 -0.3
C 2.786 -0.942 -2.880 -0.1 0.0 1.0
O 3.561 0.244 -3.061 -0.9 0.3 -0.3
C 4.918 -0.016 -3.209 0.8 0.4 0.5
C 5.580 1.183 -3.842 -0.3 -0.1 -0.9
O 5.115 2.379 -3.246 -0.3 0.0 0.2
C 6.040 3.443 -3.227 0.0 1.1 0.1
H 2.909 -1.320 -1.854 0.2 0.0 -0.1
H 3.104 -1.715 -3.578 -0.1 0.1 -0.2
H 1.741 -0.683 -2.977 0.1 0.0 -0.4
H 5.111 -0.873 -3.859 -0.1 -0.1 0.1
H 5.329 -0.183 -2.205 0.2 -0.2 -0.1
H 5.322 1.252 -4.905 0.1 -0.2 0.0
H 6.663 1.072 -3.754 0.0 0.2 0.1
H 6.999 3.188 -2.770 -0.1 -0.4 0.0
H 5.590 4.239 -2.634 0.0 -0.1 0.0
H 6.216 3.851 -4.227 0.0 -0.3 -0.1
C -2.290 -2.512 -2.760 -1.3 0.1 -0.7
O -2.630 -3.783 -2.274 0.1 -0.2 0.0
C -3.977 -3.853 -1.855 0.5 0.3 0.3
C -4.165 -5.162 -1.150 -0.1 -0.4 -0.4
O -3.438 -5.121 0.052 -0.1 0.0 0.2
C -3.403 -6.361 0.702 0.1 -0.6 0.3
H -2.983 -2.224 -3.575 0.2 -0.1 0.0
H -1.296 -2.556 -3.187 0.2 0.2 0.4
H -2.468 -1.743 -2.000 0.6 0.0 0.1
H -4.634 -3.745 -2.726 -0.2 0.0 0.1
H -4.155 -3.048 -1.123 -0.2 0.1 -0.2
H -3.813 -5.962 -1.820 0.2 0.0 0.2
H -5.226 -5.377 -0.960 0.0 0.2 0.1
H -2.824 -7.087 0.117 -0.2 0.0 0.0
H -4.402 -6.766 0.913 0.0 0.1 -0.3
H -2.914 -6.273 1.674 0.1 0.4 -0.1
C -2.790 3.685 -2.761 -0.9 0.2 -0.2
O -2.477 3.761 -1.359 -0.1 0.3 0.2
C -3.545 3.364 -0.500 0.3 -0.5 -0.3
C -2.918 3.026 0.823 -0.7 -0.6 0.5
O -2.011 4.029 1.232 -0.3 0.7 -0.7
C -1.518 3.866 2.563 -1.0 -0.4 0.4
H -1.892 3.852 -3.343 0.0 -0.1 0.1
H -3.562 4.429 -2.988 0.2 0.1 0.0
H -3.254 2.720 -2.972 0.4 -0.2 0.0
H -3.975 2.422 -0.856 0.0 0.1 -0.2
H -4.342 4.113 -0.521 0.1 0.2 0.3
H -2.412 2.059 0.753 0.2 0.2 -0.1
H -3.729 2.851 1.546 0.2 0.4 0.2
H -0.935 2.946 2.639 0.6 0.4 -0.1
H -2.368 3.704 3.241 -0.1 0.2 -0.2
H -1.065 4.805 2.850 0.6 -0.2 -0.1
C -3.991 -2.802 2.269 -0.3 0.2 0.5
O -4.970 -1.824 1.948 0.1 -0.2 -0.3
C -4.495 -0.628 1.399 0.1 -0.7 -0.6
C -5.601 0.369 1.444 0.1 1.0 -0.3
O -5.987 0.654 2.762 0.3 -0.1 0.0
C -6.882 1.726 2.849 -0.7 -0.1 0.3
H -3.358 -3.159 1.456 -0.2 0.3 -0.3
H -4.580 -3.645 2.625 0.2 -0.1 0.1
H -3.364 -2.414 3.082 0.1 -0.2 0.0
H -4.268 -0.758 0.323 0.2 -0.1 0.1
H -3.565 -0.283 1.872 -0.2 0.1 0.3
H -6.449 0.060 0.819 -0.1 -0.3 0.3
H -5.221 1.280 0.940 0.0 0.0 0.2
H -7.438 1.619 3.782 0.1 0.0 0.0
H -7.623 1.685 2.041 0.1 0.1 0.0
H -6.397 2.710 2.871 0.2 -0.1 -0.2
C 5.435 -0.798 0.825 0.5 0.4 0.3
O 4.236 -0.290 1.342 -0.2 0.2 -0.4
C 4.455 0.458 2.512 0.5 -0.6 0.7
C 3.154 1.033 2.972 -1.4 0.2 -0.4
O 3.191 1.262 4.360 0.3 0.2 -0.1
C 1.932 1.602 4.887 0.0 -0.5 -0.2
H 5.215 -1.460 -0.009 -0.1 -0.1 0.1
H 5.999 -1.308 1.620 -0.1 -0.3 -0.2
H 6.100 0.005 0.474 -0.2 0.0 -0.1
H 5.263 1.189 2.395 -0.2 0.2 -0.2
H 4.784 -0.223 3.319 0.1 0.1 -0.1
H 2.328 0.339 2.751 0.4 -0.3 0.0
H 2.822 1.914 2.398 0.5 0.2 0.2
H 1.565 2.573 4.535 0.2 0.1 0.2
H 2.065 1.559 5.964 -0.3 0.3 0.1
H 1.174 0.862 4.584 0.1 0.0 0.1
```
Positions in Å, forces in eV/Å.

## Properties
E ... -213304.9626 eV